# 1
Density functional theory data (ωB97M-V with the def2-TZVPD basis set) for a molecular structure, C15H11AuCl3F6GeI2N3O5S2.

```
49
Properties=species:S:1:pos:R:3:forces:R:3
Au 0.20798 -0.40465 0.59386 -0.036 -0.476 0.846
I -0.33519 4.93045 5.09288 0.000 -0.001 -0.005
C 0.40890 3.68876 3.60171 0.023 -0.056 -0.069
C 1.66901 3.12876 3.72747 -0.048 0.025 -0.001
C 2.14548 2.29633 2.72353 -0.015 0.051 0.080
I 4.03010 1.44412 2.87116 0.116 -0.029 0.134
C 1.39036 2.00887 1.59924 -0.102 -0.025 -0.349
O 1.80922 1.18446 0.59991 0.043 -0.129 0.037
C 0.11144 2.58568 1.46350 -0.025 0.127 0.086
C -0.73317 2.38956 0.22242 -0.013 -0.063 0.026
N -1.31105 1.01796 0.09176 0.161 0.198 -0.145
C -2.44524 0.69543 0.97620 0.046 0.063 -0.013
C -2.65633 -0.79858 1.01031 0.013 -0.048 0.046
C -3.90274 -1.38534 1.02247 -0.019 -0.033 0.042
C -3.99034 -2.77162 1.09809 -0.026 0.034 0.002
C -2.83445 -3.52760 1.15302 0.044 0.002 0.010
C -1.61287 -2.87783 1.11601 -0.028 -0.024 0.058
N -1.54099 -1.55010 1.05813 -0.143 0.119 -0.259
C -0.35444 3.41950 2.46961 0.042 -0.021 0.059
H 2.27651 3.33588 4.59747 -0.002 0.000 0.001
H -0.13738 2.55269 -0.67595 0.044 -0.035 0.020
H -1.54141 3.12402 0.22858 -0.009 -0.010 -0.021
H -1.54093 0.83095 -0.88308 -0.019 0.013 -0.005
H -3.35346 1.21375 0.66452 -0.011 -0.018 -0.020
H -2.18172 1.04429 1.97842 -0.023 0.002 0.008
H -4.79119 -0.77118 0.97269 -0.001 -0.001 -0.004
H -4.95936 -3.25211 1.10527 0.002 -0.001 0.002
H -2.86448 -4.60590 1.20449 0.000 0.000 0.000
H -0.67524 -3.41514 1.12374 0.006 0.005 -0.022
H -1.32929 3.87841 2.35970 0.004 0.013 0.016
Cl 5.07236 -1.25594 0.61001 -0.129 0.044 0.062
Ge 3.41407 0.09258 0.41357 0.020 0.382 -0.279
Cl 2.07936 -1.47240 1.76042 -0.040 0.111 -0.239
Cl 4.38560 1.64669 -0.74962 -0.041 -0.065 0.151
F 1.80845 1.34991 -2.74070 -0.009 0.022 -0.006
C 2.41150 0.40716 -3.45395 0.076 0.033 -0.017
F 3.57760 0.84711 -3.88124 -0.035 -0.023 0.025
F 1.64778 0.08621 -4.48719 -0.010 -0.023 -0.041
S 2.68359 -1.13741 -2.40802 0.020 0.275 -0.149
O 2.36937 -0.61140 -1.01988 0.343 -0.155 0.131
O 4.01200 -1.57511 -2.61154 -0.007 -0.012 0.006
N 1.60183 -2.14994 -2.77595 -0.070 -0.163 -0.131
S 0.05597 -1.97905 -2.46406 0.000 -0.320 -0.002
O -0.32778 -0.60714 -2.21531 -0.026 0.158 -0.067
O -0.37779 -2.96254 -1.51832 -0.082 0.056 -0.059
C -0.69802 -2.44393 -4.12048 -0.032 -0.040 -0.003
F -1.62861 -1.54403 -4.41694 -0.011 -0.009 0.037
F -1.25956 -3.63700 -4.01467 0.024 0.011 0.004
F 0.21453 -2.46359 -5.07322 -0.012 0.038 0.016
```
Forces are in eV/Å.

## Properties
Expectation value of S²: 0.754
Relative energy (zero: lowest compared OMol25 entry of this formula, charge and spin) (kcal per mole): 0.0
DFT total energy (hartree): -6702.6560
2S+1: 2
Gap between HOMO and LUMO (alpha / beta) (Ha): 0.283 / 0.246
Net charge: +1

---

# 2
Density functional theory data (ωB97M-V with the def2-TZVPD basis set) for a molecular structure, C15H11B2Cl2F4IrN3OSe at a distorted geometry.

```
40
Properties=species:S:1:pos:R:3:forces:R:3
Ir 0.12947 -0.26268 -0.97088 1.009 -0.415 -0.447
Cl 4.78208 1.31462 -0.17303 -0.006 0.008 0.005
C 3.56893 0.87468 0.97025 0.016 0.008 0.006
C 3.87254 0.87792 2.34363 -0.021 0.009 -0.012
C 2.92267 0.56749 3.27637 0.002 0.015 0.001
Cl 3.31788 0.62136 4.96184 0.001 -0.011 -0.026
C 1.61275 0.21383 2.87601 -0.011 -0.018 0.044
C 0.52718 -0.07440 3.73660 -0.023 0.021 -0.004
C -0.70424 -0.34845 3.21427 0.025 0.014 -0.012
C -0.88406 -0.39568 1.82014 0.009 -0.122 0.013
N 0.13031 -0.18157 1.01428 -0.042 -0.133 0.041
C 1.36253 0.17129 1.49811 -0.076 0.133 0.087
C 2.30855 0.54534 0.52142 0.124 0.046 -0.014
O 1.93824 0.58559 -0.75108 -0.305 0.076 0.060
H 4.87065 1.15022 2.65651 0.000 -0.002 -0.003
H 0.68177 -0.05154 4.80639 0.002 -0.001 0.002
H -1.55623 -0.54361 3.84797 0.000 0.005 0.002
H -1.83641 -0.64370 1.36875 0.032 0.016 0.022
F -3.80729 -1.96710 -1.72888 0.015 0.002 0.019
B -2.87144 -2.20541 -0.77600 0.080 -0.252 -0.066
F -3.21623 -1.81746 0.49290 -0.035 -0.012 -0.005
F -2.29141 -3.44808 -0.84220 -0.006 0.023 0.032
F -1.68074 -1.25425 -1.18086 -0.131 0.537 -0.060
Se 1.34920 -2.23887 -1.71244 -0.494 0.282 0.243
C 0.65448 -1.11982 -3.12032 -0.013 -0.220 -0.097
C 1.34172 0.04351 -3.47995 -0.115 0.057 0.157
C 0.75282 0.87008 -4.43730 -0.091 0.016 -0.078
N -0.40592 0.60618 -5.01779 0.073 0.045 0.020
C -1.05989 -0.49856 -4.65220 -0.016 -0.072 0.065
C -0.58587 -1.39548 -3.71293 -0.007 -0.034 -0.145
H 2.28738 0.30394 -3.02722 0.022 0.003 -0.023
H 1.25279 1.78294 -4.73723 0.007 0.002 0.003
H -2.01779 -0.67562 -5.12479 0.001 0.016 -0.009
H -1.16979 -2.26178 -3.43649 0.015 -0.016 0.000
B -2.23873 3.44167 0.36654 -0.032 -0.028 -0.019
C -1.43228 2.32748 -0.37282 0.057 0.093 -0.104
N -0.81822 1.48985 -0.88937 -0.096 -0.109 0.293
H -2.73122 2.86402 1.31556 0.014 0.008 0.003
H -3.07644 3.85803 -0.39531 0.009 0.009 0.008
H -1.43618 4.27988 0.70544 0.005 -0.001 -0.003
```
Forces are in eV/Å.

## Properties
Expectation value of S²: 0.755
Relative energy (zero: lowest compared OMol25 entry of this formula, charge and spin) (kcal per mole): 5.5
DFT total energy (hartree): -4693.2024
2S+1: 2
Gap between HOMO and LUMO (alpha / beta) (Ha): 0.258 / 0.175

---

# 3
Density functional theory data (ωB97M-V with the def2-TZVPD basis set) for a molecular structure, C15H11Cl4NOV at a distorted geometry.

```
33
Properties=species:S:1:pos:R:3:forces:R:3
V -0.34419 0.02272 -0.00947 -1.747 -0.194 -3.661
Cl 5.15915 -0.03053 4.53569 0.153 0.014 0.112
C 3.70259 -0.08470 3.65908 -0.378 -0.022 -0.243
C 3.74928 -0.06477 2.26162 0.318 0.013 -0.079
C 2.56463 -0.11378 1.57585 -0.759 -0.089 0.466
Cl 2.42714 -0.07720 -0.15780 0.324 -0.050 -0.392
C 1.33075 -0.19504 2.23739 1.852 0.180 0.588
O 0.25134 -0.20606 1.44585 0.513 -1.148 4.278
C 1.29993 -0.20603 3.63141 -0.346 -0.023 -0.600
Cl -0.22687 -0.27200 4.40005 -0.060 -0.014 0.172
C 2.48766 -0.14757 4.33605 0.136 -0.010 0.099
H 4.69879 -0.01277 1.74637 -0.013 -0.005 0.010
H 2.46537 -0.14857 5.41723 0.014 -0.018 -0.006
C -0.03596 4.48516 -0.17151 0.049 0.590 0.063
C -0.12412 3.05843 -0.20792 -0.004 -0.451 -0.108
N -0.19939 1.91188 -0.24020 0.054 1.906 -0.296
H -1.00784 4.92525 -0.40370 -0.002 -0.062 -0.007
H 0.70266 4.83930 -0.89284 -0.003 -0.072 -0.006
H 0.26292 4.80312 0.83030 -0.004 -0.041 -0.018
Cl -1.47509 -4.36072 -3.52416 0.036 -0.013 -0.021
C -1.66162 -3.07544 -2.43952 0.015 0.154 0.209
C -1.59205 -3.30694 -1.06204 0.120 -0.134 -0.101
C -1.81129 -2.27137 -0.17794 -0.122 0.158 -0.016
C -2.11749 -0.96531 -0.64986 -0.702 -0.656 -0.273
C -2.38673 0.12343 0.26052 0.122 -0.007 -0.110
C -2.09639 -0.74093 -2.05626 -0.052 -0.026 0.064
C -1.88962 -1.77755 -2.93149 0.114 -0.024 -0.107
H -1.39469 -4.30755 -0.70157 -0.024 0.000 0.003
H -1.83322 -2.46573 0.88862 0.030 -0.013 0.009
H -2.69272 -0.14400 1.26756 0.216 0.009 0.070
H -2.92441 0.97765 -0.13508 0.155 0.067 -0.063
H -2.33081 0.24903 -2.43325 0.009 -0.009 -0.042
H -1.92233 -1.61470 -4.00063 -0.015 -0.010 0.005
```
Forces are in eV/Å.

## Properties
Expectation value of S²: 0.859
Relative energy (zero: lowest compared OMol25 entry of this formula, charge and spin) (kcal per mole): 17.3
DFT total energy (hartree): -3492.3408
2S+1: 2
Gap between HOMO and LUMO (alpha / beta) (Ha): 0.224 / 0.251
Net charge: +2

---

# 4
Density functional theory data (ωB97M-V with the def2-TZVPD basis set) for C15H11F3N2O2 in the gas phase at a distorted geometry.

```
33
Properties=species:S:1:pos:R:3:forces:R:3
O 1.72486 2.45802 -3.53694 0.070 0.084 -0.020
C 1.30366 1.81496 -2.60332 -0.172 -0.075 0.021
N 0.13683 1.09275 -2.73031 -0.341 0.109 -1.193
N -0.40736 0.45947 -1.70392 -0.506 -0.315 0.735
C -1.46722 -0.23347 -1.82185 0.321 0.478 -0.758
C -1.98114 -0.94260 -0.66766 -0.213 -0.356 0.700
C -3.15537 -1.69233 -0.74129 0.241 0.183 -0.038
C -3.61386 -2.39196 0.35992 -0.049 -0.061 0.115
C -2.90805 -2.36996 1.55110 0.123 0.083 -0.006
C -1.73558 -1.62640 1.62625 -0.003 -0.037 0.023
C -0.93302 -1.57503 2.89506 0.183 0.104 0.267
F -1.27112 -2.52265 3.77988 -0.221 -0.189 -0.042
F -1.05949 -0.39758 3.53527 -0.120 0.144 -0.083
F 0.38607 -1.72752 2.66344 0.117 -0.022 -0.198
C -1.27664 -0.90870 0.53687 -0.209 -0.137 -0.041
C 1.91951 1.76443 -1.25195 0.245 -0.233 0.160
C 2.22608 2.96038 -0.61450 -0.030 -0.189 -0.079
C 2.76065 2.96666 0.66003 0.035 0.106 0.083
C 3.00310 1.76548 1.30515 -0.012 0.033 -0.062
C 2.73736 0.56699 0.66927 -0.072 -0.118 -0.077
C 2.20482 0.55081 -0.61496 0.184 0.328 0.213
O 1.98817 -0.61429 -1.27768 0.096 -0.143 -0.026
H -0.29435 1.06558 -3.65963 0.217 0.048 0.318
H -2.00481 -0.34043 -2.77041 0.084 0.042 -0.014
H -3.70867 -1.72537 -1.66847 -0.054 -0.006 -0.112
H -4.52523 -2.96586 0.29207 -0.081 -0.051 -0.019
H -3.25536 -2.92422 2.40890 -0.020 -0.045 0.058
H -0.37288 -0.32336 0.59603 0.132 0.050 0.037
H 2.02449 3.88516 -1.13324 -0.018 0.085 -0.064
H 2.98366 3.90183 1.14924 0.009 0.084 0.043
H 3.40932 1.75740 2.30515 0.040 -0.006 0.086
H 2.93854 -0.37062 1.17062 0.032 -0.091 0.038
H 2.22302 -1.35755 -0.70811 -0.010 0.111 -0.062
```
Forces are in eV/Å.

## Properties
DFT total energy (hartree): -1137.8070
SMILES: O=C(N/N=C/c1cccc(C(F)(F)F)c1)c1ccccc1O
Gap between HOMO and LUMO (Ha): 0.324

---

# 5
Density functional theory data (ωB97M-V with the def2-TZVPD basis set) for a molecular structure, C15H11FNO3PtS3.

```
35
Properties=species:S:1:pos:R:3:forces:R:3
Pt 4.19865 -1.32043 0.21835 0.120 -0.014 -0.487
S 7.44844 -3.84950 2.03735 0.069 -0.043 -0.047
C 6.27200 -2.93028 1.35571 -0.129 0.073 0.127
S 6.32527 -1.23694 0.98398 0.013 0.075 0.030
S 4.66948 -3.42447 0.89931 -0.019 -0.125 0.079
C -1.38849 3.28437 0.79528 0.003 -0.002 -0.019
C -1.84079 2.12288 -0.08163 -0.003 0.010 0.000
C -3.10189 1.49412 0.49095 0.005 -0.006 0.008
C -3.55050 0.31466 -0.35215 -0.003 0.003 0.001
C -2.43724 -0.68946 -0.45136 0.003 0.008 0.003
C -2.69634 -2.03173 -0.60498 -0.007 0.002 -0.004
C -1.64718 -2.93876 -0.70413 0.005 -0.003 -0.002
F -1.95493 -4.24543 -0.85128 0.003 0.004 0.001
C -0.34309 -2.54479 -0.65437 -0.006 0.002 -0.001
C -0.05701 -1.18169 -0.50026 -0.035 0.008 -0.041
C 1.35270 -0.76463 -0.45411 -0.004 0.012 0.020
O 2.22165 -1.65593 -0.49467 -0.021 -0.031 0.164
C 1.58328 0.64201 -0.37943 0.027 -0.019 -0.021
C 0.50897 1.46796 -0.26549 -0.067 -0.003 -0.007
N -0.78671 1.09181 -0.21517 0.056 0.051 0.023
C -1.09853 -0.25329 -0.38523 -0.018 -0.053 -0.021
C 2.93615 1.35414 -0.48184 0.015 0.046 0.115
O 2.88671 2.58171 -0.57228 0.016 0.014 -0.073
O 3.99296 0.65394 -0.48990 -0.010 0.014 0.141
H -2.25200 3.91328 1.01388 -0.002 0.002 -0.011
H -0.63756 3.91202 0.32124 0.001 0.000 0.005
H -0.98305 2.91453 1.73823 -0.007 0.001 0.005
H -2.06689 2.49793 -1.08689 -0.016 -0.007 0.001
H -3.87667 2.26064 0.53383 0.000 0.001 -0.002
H -2.90207 1.16870 1.51653 -0.001 -0.001 0.000
H -3.82218 0.66674 -1.35308 -0.004 -0.001 0.002
H -4.43910 -0.15632 0.07019 0.003 -0.003 0.003
H -3.71595 -2.39409 -0.64909 -0.001 0.001 0.001
H 0.47468 -3.24823 -0.72431 -0.001 -0.003 -0.002
H 0.72724 2.52453 -0.22317 0.015 -0.010 0.009
```
Forces are in eV/Å.

## Properties
Relative energy (zero: lowest compared OMol25 entry of this formula, charge and spin) (kcal per mole): 0.8
DFT total energy (hartree): -2272.6142
Gap between HOMO and LUMO (Ha): 0.227
Net charge: -1

---

# 6
Density functional theory data (ωB97M-V with the def2-TZVPD basis set) for a molecular structure, C15H11MnN4OS2.

```
34
Properties=species:S:1:pos:R:3:forces:R:3
Mn 0.08202 -0.15190 0.00177 -0.033 0.108 0.326
O -0.29595 0.71722 1.57835 -0.159 0.314 0.286
N 0.10114 0.19365 2.76176 0.096 -0.173 -0.047
C -0.20844 0.87882 3.87679 -0.026 0.059 0.131
C 0.16617 0.39709 5.09804 -0.057 0.110 0.062
C 0.86985 -0.80823 5.16058 0.045 -0.078 -0.001
C 1.17197 -1.48500 4.00551 0.014 -0.014 0.077
C 0.77812 -0.97357 2.76434 -0.069 0.093 -0.213
S 1.08596 -1.71063 1.23880 0.149 -0.233 0.199
H -0.75278 1.79636 3.71630 0.003 -0.011 -0.033
H -0.08687 0.95379 5.98795 0.004 -0.009 -0.016
H 1.17690 -1.20892 6.11710 -0.005 0.007 -0.007
H 1.71491 -2.41846 4.02326 -0.002 -0.002 -0.032
N 0.04253 -0.66432 -3.97712 -0.012 -0.041 -0.395
C 0.74840 -1.85469 -3.81431 -0.042 0.076 0.012
C 1.21008 -2.78464 -4.73653 -0.031 0.049 -0.028
C 1.88516 -3.86912 -4.21943 0.007 -0.006 0.036
C 2.08714 -4.01217 -2.83674 0.021 -0.041 -0.031
C 1.62404 -3.08215 -1.93099 0.005 0.004 0.088
C 0.93996 -1.98123 -2.43949 0.030 -0.047 0.026
N 0.35465 -0.88051 -1.80380 0.201 -0.397 -0.347
C -0.15845 -0.14040 -2.76906 -0.155 0.272 0.025
C -0.84660 1.09418 -2.41888 0.132 -0.213 0.090
C -1.45838 2.03477 -3.16747 -0.128 0.177 -0.267
S -2.08323 3.25683 -2.15233 -0.033 0.066 0.030
C -1.48892 2.43796 -0.78609 -0.082 0.145 0.038
N -0.86789 1.33062 -1.06175 0.086 -0.157 -0.066
H -0.26238 -0.26962 -4.85143 0.008 -0.013 0.004
H 1.04980 -2.66581 -5.79980 0.006 -0.008 0.016
H 2.26603 -4.62349 -4.89403 0.007 -0.009 0.026
H 2.62211 -4.87778 -2.47061 -0.001 -0.001 -0.022
H 1.78916 -3.20921 -0.87075 -0.010 0.017 -0.005
H -1.57542 2.07772 -4.23856 -0.008 0.019 0.032
H -1.62189 2.81425 0.21762 0.037 -0.063 0.007
```
Forces are in eV/Å.

## Properties
Expectation value of S²: 0.758
Relative energy (zero: lowest compared OMol25 entry of this formula, charge and spin) (kcal per mole): 0.0
DFT total energy (hartree): -2819.6428
2S+1: 2
Gap between HOMO and LUMO (alpha / beta) (Ha): 0.279 / 0.297
Net charge: +1